10
Properties=species:S:1:pos:R:3:lowdin_charge:R:1 method="wB97M-V/def2-TZVPD" total_energy_ev=-8202.7632 homo_lumo_gap_ev=8.91 relative_energy_ev=1.122 largest_force_ev_per_a=1.4 smiles=Oc1cnc[nH]1
O 0.51958 -0.54461 1.87599 0.08
C 0.25359 -0.18915 0.60246 -0.39
C 0.79591 -0.54382 -0.60261 -0.12
N 0.14198 0.11105 -1.60325 0.04
C -0.78286 0.83235 -1.03559 -0.22
N -0.75472 0.69309 0.34505 0.12
H 1.23804 -1.18854 1.83262 0.12
H 1.48873 -1.33282 -0.84745 0.10
H -1.66551 0.94613 -1.63440 0.11
H -1.23474 1.21629 1.06717 0.16



8
Properties=species:S:1:pos:R:3:lowdin_charge:R:1 method="wB97M-V/def2-TZVPD" total_energy_ev=-17151.1120 homo_lumo_gap_ev=13.32 relative_energy_ev=0.108 largest_force_ev_per_a=3.0 smiles="FC(F)=NC(F)(F)F"
C 1.00602 -0.06998 -0.22386 -0.61
C -1.26520 0.12613 0.02375 -0.47
N -0.29339 0.33528 -0.69018 0.27
F 1.28788 -1.25078 -0.67726 0.20
F 1.01197 -0.23362 1.13773 0.10
F -2.46753 0.56728 -0.36285 0.16
F -1.29540 -0.34784 1.19375 0.24
F 2.01564 0.87353 -0.40107 0.11



140
Properties=species:S:1:pos:R:3:lowdin_charge:R:1 method="wB97M-V/def2-TZVPD" total_energy_ev=-355996.9141 homo_lumo_gap_ev=6.26 largest_force_ev_per_a=2.6 total_charge=+1
C -0.21693 5.64188 2.75105 -0.10
C 1.00592 4.87312 2.17175 -0.26
C 1.37605 5.36762 0.78066 -0.25
C 0.47964 4.93846 -0.39583 -0.18
C 0.28170 3.42151 -0.55911 -0.15
C 1.49477 2.77504 -1.28729 -0.10
C 2.40099 2.04293 -0.35466 -0.15
N 2.98354 2.79002 0.51734 0.20
N 3.78889 2.19197 1.34461 0.14
C 4.10052 0.94584 1.37599 -0.15
C 5.06294 0.50382 2.42265 0.02
C 6.49580 0.62664 1.92567 -0.44
O 6.75682 0.54366 0.75222 0.17
O 7.38690 0.77668 2.91828 0.13
C 8.55715 1.51910 2.60075 -0.41
C 8.46654 2.73799 1.73928 0.03
O 9.59643 1.16091 3.08639 0.16
C 3.53024 0.11540 0.45247 -0.01
C 3.94845 -1.34218 0.45362 -0.29
C 2.86497 -2.37022 0.69852 0.00
F 4.52805 -1.58738 -0.78221 0.01
C 2.63784 0.64305 -0.43955 -0.01
C 1.98739 -0.24212 -1.45257 -0.10
C 0.46282 -0.42553 -1.33324 -0.14
C -0.09880 -0.85366 0.03589 -0.18
C -1.23687 0.03830 0.55771 -0.18
C -2.46714 -0.84920 0.87561 -0.19
C -3.70164 -0.47917 0.01478 -0.20
C -4.78799 0.18359 0.84559 -0.20
C -5.62582 -0.91006 1.53858 -0.21
C -6.66462 -1.50861 0.56929 -0.25
C -7.71093 -0.49484 0.14377 -0.25
O -7.37624 -0.09176 -1.18060 -0.20
C -8.36657 0.75413 -1.76210 -0.11
H 0.14810 6.28853 3.53558 0.07
H -0.62418 6.23182 1.93497 0.00
H -0.97776 4.96761 3.11755 0.07
H 1.85305 5.05485 2.82832 0.09
H 0.82068 3.80190 2.22556 0.08
H 1.32320 6.45222 0.84558 0.11
H 2.40193 5.11415 0.55495 0.03
H 0.92922 5.34249 -1.30020 0.09
H -0.48579 5.42747 -0.32001 0.10
H 0.09832 2.91758 0.38463 0.09
H -0.61330 3.26636 -1.15121 0.11
H 1.21611 2.12111 -2.09766 0.10
H 2.08854 3.56569 -1.74563 0.06
H 4.22217 2.79010 2.03999 0.20
H 4.82997 -0.49761 2.75067 0.14
H 4.92575 1.13622 3.29741 0.15
H 7.58638 3.34371 1.94864 0.09
H 8.44701 2.49643 0.68487 0.10
H 9.32785 3.36058 1.90842 0.10
H 4.71831 -1.53274 1.18364 0.13
H 3.35618 -3.32119 0.86664 0.08
H 2.30574 -2.15644 1.60211 0.10
H 2.14573 -2.48033 -0.09587 0.06
H 2.48080 -1.19322 -1.48867 0.09
H 2.14648 0.24497 -2.41335 0.14
H -0.06475 0.47973 -1.60024 0.09
H 0.15655 -1.16471 -2.06253 0.12
H 0.65599 -0.89272 0.80961 0.08
H -0.46987 -1.86364 -0.07116 0.10
H -1.44684 0.86153 -0.11315 0.09
H -0.90894 0.49570 1.48966 0.10
H -2.70715 -0.76733 1.92844 0.11
H -2.23583 -1.89098 0.70392 0.06
H -4.05267 -1.40128 -0.43488 0.08
H -3.43669 0.20944 -0.78261 0.10
H -5.38064 0.79859 0.17580 0.10
H -4.37583 0.86386 1.58759 0.11
H -6.06886 -0.53090 2.45475 0.09
H -4.95417 -1.71921 1.81467 0.07
H -6.14567 -1.86014 -0.31640 0.02
H -7.15201 -2.32104 1.09095 0.05
H -7.61083 0.38532 0.78046 0.12
H -8.69403 -0.94656 0.21442 0.05
H -8.82790 0.21916 -2.58738 -0.01
H -9.10723 1.03032 -1.02305 0.08
H -7.88140 1.64657 -2.14785 0.08
C 3.89110 -4.49395 -2.13830 -1.03
Cl 2.17316 -4.89116 -2.29875 0.55
Cl 4.67175 -5.50511 -0.92160 0.53
H 4.37936 -4.65367 -3.09373 -0.09
H 3.98339 -3.45837 -1.84159 -0.01
C 8.65128 -5.02273 -1.43796 -1.03
Cl 10.19643 -5.86015 -1.59157 0.52
Cl 7.69046 -5.13355 -2.91842 0.49
H 8.08853 -5.47356 -0.62873 0.02
H 8.84126 -3.97706 -1.22739 0.02
C -10.81084 -2.12137 -3.39858 -0.99
Cl -10.79213 -2.00555 -1.63461 0.53
Cl -10.53787 -0.55333 -4.17348 0.54
H -10.02788 -2.80195 -3.71040 0.03
H -11.77905 -2.49443 -3.70908 0.02
C 4.27381 6.14388 -3.02927 -0.99
Cl 3.01157 5.10472 -3.70366 0.55
Cl 4.35390 6.02067 -1.26772 0.53
H 5.22814 5.84000 -3.44157 0.03
H 4.05794 7.17077 -3.29766 0.03
C -6.81850 5.55319 4.32207 -1.02
Cl -5.45059 5.19331 3.25292 0.47
Cl -6.95952 4.39792 5.65442 0.50
H -6.67228 6.54091 4.74325 0.02
H -7.72960 5.52627 3.74077 0.02
C 11.57796 -1.48139 4.05870 -1.05
Cl 11.32394 -3.23047 4.14488 0.50
Cl 13.25809 -1.04701 4.38520 0.51
H 11.31751 -1.14108 3.06449 0.01
H 10.94460 -1.00094 4.79389 0.02
C -4.88050 -4.96066 -0.56387 -0.99
Cl -6.38317 -4.09529 -0.91333 0.62
Cl -3.94543 -4.20075 0.72718 0.56
H -5.12470 -5.97090 -0.25586 0.03
H -4.27721 -4.97897 -1.46332 0.00
C -1.76256 -7.52576 -0.68664 -1.00
Cl -1.66553 -7.53309 1.07585 0.51
Cl -1.50980 -5.90392 -1.35106 0.49
H -0.99852 -8.18372 -1.08209 0.03
H -2.74558 -7.87179 -0.98319 0.03
C 5.72003 -5.43436 -6.47697 -0.99
Cl 4.80081 -6.93810 -6.49491 0.53
Cl 5.08276 -4.29542 -5.27566 0.54
H 6.75126 -5.65536 -6.22805 0.02
H 5.65815 -4.97220 -7.45460 0.03
C -3.82807 8.60176 1.34880 -1.00
Cl -3.08350 6.99541 1.27003 0.52
Cl -4.84570 8.79635 2.77821 0.51
H -3.04007 9.34410 1.38262 0.03
H -4.43880 8.74274 0.46540 0.03
C -9.25382 -2.01844 4.00822 -1.00
Cl -7.56370 -2.45625 4.28432 0.53
Cl -9.78618 -2.44676 2.37755 0.54
H -9.87016 -2.54950 4.72331 0.02
H -9.36281 -0.94811 4.13840 0.03
C 0.08833 -4.47683 -5.08447 -1.07
Cl 0.79373 -4.01567 -6.63808 0.51
Cl -1.49199 -5.24263 -5.28433 0.50
H 0.75489 -5.17523 -4.59472 -0.03
H -0.03063 -3.58634 -4.47843 0.01